ORCA calculation (ωB97M-V with the def2-TZVPD basis set) on a molecular structure, C30H56B2N2O2P2Re in a non-equilibrium geometry.

Element x y z (Å)
H  4.57662  2.30983  -1.89209
Re  0.06782  0.14573  -0.13389
H  1.92362  -3.90117  -2.24899
H  1.63122  -5.38607  -1.33859
H  -0.19128  -3.53927  1.46961
H  -1.97588  1.94763  2.98561
H  -2.12388  -0.16977  -2.45689
C  3.99392  -1.43567  0.19611
H  -2.43648  -1.66427  3.25811
H  -5.66358  0.68263  -1.67349
N  1.10792  2.95453  0.44681
C  0.56982  -3.68167  -0.55659
H  -4.73688  -1.59137  -1.73899
H  -4.22808  0.25943  3.58531
H  2.51182  4.85933  2.03851
H  -4.79438  2.05263  -1.01539
H  -2.10938  -3.99707  0.42481
H  -1.15868  6.48233  3.50391
N  -1.16688  2.94203  0.53111
C  0.54802  -4.10777  0.90931
H  -0.39488  -5.61097  -2.55589
C  -4.14548  0.40543  2.50961
H  4.53832  1.61483  -3.50459
H  -5.48658  0.83553  0.06291
C  0.74302  5.74623  2.84921
H  3.43422  -0.64557  2.80511
H  4.46152  -2.02357  0.98481
H  3.38322  -1.21597  -2.46409
C  1.43372  4.86503  2.04211
H  -4.43418  1.43203  2.29631
H  5.09712  0.63823  -2.15939
B  -0.04278  2.23693  0.01981
H  -3.70338  0.16423  -3.16499
H  1.95862  -0.84847  1.87021
H  -2.80448  -4.60477  -1.07549
C  1.76892  -4.31217  -1.25589
H  3.06672  2.65123  1.09611
C  -0.65538  5.76773  2.87151
C  4.37472  1.39763  -2.45039
B  -0.34248  -1.65717  -1.14229
H  -4.86188  -0.26317  2.03911
H  -1.66768  -4.55217  -3.15509
C  -1.71098  0.89773  2.90381
H  3.10402  -1.96317  -0.14139
C  -4.98038  0.99103  -0.88459
C  2.94042  0.91753  -2.25389
H  -2.77218  1.47603  -2.45439
C  2.82362  -0.19487  2.02621
C  -2.72038  0.10583  2.06261
H  -1.59738  -5.55977  -0.21809
C  -4.08468  -1.33187  -0.90789
C  3.64042  -0.05127  0.73491
H  2.02562  1.79553  -3.98659
C  -0.80388  -3.87847  -1.32099
H  0.00732  -4.06877  -3.32359
O  0.74342  -2.22697  -0.55489
H  2.16322  2.92603  -2.65389
H  -4.62548  -1.54587  0.01081
C  -1.40098  4.89453  2.10801
H  2.47722  0.77213  2.39611
C  -3.03208  0.42503  -2.35199
C  -3.71568  0.14383  -1.01279
H  -1.66958  0.49443  3.91421
H  4.70222  -1.37127  -0.62699
C  -0.69418  -4.57627  -2.67099
H  2.91932  3.26233  -0.55899
C  -1.89308  -4.54927  -0.48589
H  -0.69988  0.83253  2.47971
H  2.66452  -4.13887  -0.66439
P  2.44442  0.81653  -0.44029
O  -1.24758  -2.51277  -1.59529
H  2.94822  -0.40157  -3.95489
C  -2.51018  2.47943  0.33731
H  -3.17858  2.80053  1.14041
H  -3.12528  -2.00287  1.67771
C  4.92292  0.73873  0.99391
C  -0.72338  3.98523  1.30341
C  -2.40778  -1.38277  2.20691
H  1.52512  -3.92387  1.35131
H  0.32792  -5.16577  0.99931
H  -2.89758  2.87133  -0.60979
C  1.95072  1.89103  -2.90579
H  -1.40728  -1.60237  1.82301
H  4.74892  1.64903  1.56171
H  1.28922  6.42743  3.48051
C  2.73072  -0.45867  -2.88969
P  -2.40378  0.60683  0.26611
H  -2.47858  4.91383  2.14351
H  -3.20288  -1.95997  -0.97449
C  0.69942  3.98603  1.26081
H  5.43382  0.99723  0.07091
H  1.69042  -0.77257  -2.77119
H  0.92082  1.65383  -2.61319
C  2.47412  2.58663  0.17941
H  5.59892  0.11913  1.58091

Its net charge is +2. The expectation value of S² is 0.843. As for the multiplicity: 2. The value obtained for the HOMO energy (alpha / beta) is -0.4902 / -0.4995 hartree. For the HOMO-LUMO gap (alpha / beta), the calculation gives 4.80 / 5.84 eV.

***

ORCA calculation (ωB97M-V with the def2-TZVPD basis set) on a molecular structure, C3H3IrLi2O3 in a non-equilibrium geometry.

Element x y z (Å)
H  1.24917  1.18021  1.35775
H  2.82913  0.97611  -0.54915
H  1.54094  0.25247  -1.60847
Li  -1.13520  2.47058  0.40697
C  -1.34739  0.32020  0.55349
Li  -3.94238  -0.59475  -0.24380
Ir  -0.55725  -2.13316  0.22102
C  1.88065  0.43712  -0.58510
O  -0.07523  -0.19266  0.65286
O  -2.10677  -0.63714  0.26630
O  0.64561  -2.74426  -0.89686
C  1.01874  0.66527  0.42502

Its net charge is +2. The expectation value of S² is 6.018. As for the multiplicity: 5. The value obtained for the HOMO energy (alpha / beta) is -0.6009 / -0.6523 hartree. For the HOMO-LUMO gap (alpha / beta), the calculation gives 8.47 / 8.33 eV.

***

ORCA calculation (ωB97M-V with the def2-TZVPD basis set) on a molecular structure, C26H31HfN2O8 in a non-equilibrium geometry.

Element x y z (Å)
C  -0.38996  -3.38089  -0.29204
C  -0.39745  -1.15874  -4.49550
H  -0.82449  -0.68850  5.78976
H  2.00514  2.57589  0.82353
H  -2.99819  0.31478  -2.40620
O  0.80550  1.20101  0.05563
C  2.01292  1.77016  4.79764
H  -0.32502  1.55791  -3.80806
C  1.49769  -2.31376  0.48494
H  1.78888  2.32828  -2.77541
H  1.71239  -1.33692  -3.90004
C  -1.50014  -2.04565  -4.96901
C  -1.00498  0.71058  -4.01218
H  -3.03590  -1.87061  1.38465
N  0.19838  0.58550  7.84278
H  0.50931  0.53542  -5.61606
C  1.34142  1.00885  3.81271
H  0.36390  -3.71829  1.78681
C  -0.00800  -0.01456  5.53537
O  -0.02528  -0.19535  1.84951
C  0.66706  0.75575  6.49627
C  -2.76128  -1.13324  0.64107
C  0.17080  -2.65969  -1.39652
H  1.64577  0.24499  -1.61969
C  -0.47288  0.14779  -5.31615
H  -1.34935  -2.17025  -6.03374
C  1.38372  -2.04335  -0.92357
C  -2.81981  -1.27053  -0.79702
C  -2.62110  0.27374  0.91874
O  0.76210  1.16665  8.78646
C  1.02261  3.36794  -0.94097
O  -0.75832  -0.53536  -3.23373
H  -2.09652  0.93067  -4.00332
H  2.35953  -2.02930  1.08118
H  -0.20454  0.38705  -1.64496
Hf  -0.47749  -0.90559  -0.01962
C  -0.28436  -0.69069  3.05887
H  -0.00236  2.41295  -2.53006
C  0.79866  0.90907  -1.37286
O  -0.91829  -1.73466  3.19552
H  -1.16832  0.22970  -6.15869
H  1.87737  3.99712  -1.17490
C  0.96374  2.29185  -2.04363
O  3.64060  3.36271  5.22745
C  -2.84390  0.05469  -1.35790
C  -2.69911  0.98405  -0.30630
H  -1.20903  -4.08924  -0.37143
C  1.68165  1.66708  6.14539
H  2.14501  2.31011  6.88876
H  -2.47429  -1.58179  -4.78468
C  1.00948  2.61079  0.37522
H  0.77902  -2.86762  -3.94474
H  2.17169  -1.62061  -1.54002
H  -2.60218  0.74142  1.89661
H  1.62789  1.15534  2.77397
N  3.02806  2.69021  4.37314
C  0.33215  0.12015  4.17365
C  0.92011  -1.89020  -4.42226
O  3.25533  2.78919  3.14182
H  -1.48490  -3.02029  -4.48085
H  -3.04548  -2.19153  -1.33992
H  0.11717  3.98769  -0.94830
C  0.43612  -3.17817  0.84904
H  -2.78516  2.06184  -0.39124
H  -0.13447  -2.72852  -2.43320
O  -0.79865  -0.15960  8.00427
H  1.22918  -2.05932  -5.46170
H  0.26086  3.04388  1.07570

Its net charge is +1. The value obtained for the HOMO energy is -0.4442 hartree. For the HOMO-LUMO gap, the calculation gives 8.58 eV.

***

ORCA calculation (ωB97M-V with the def2-TZVPD basis set) on C2H4ClN2PS2 in the gas phase in a non-equilibrium geometry.

Element x y z (Å)
C  0.53215  0.48457  -0.77753
C  -1.92518  -0.88915  0.03361
N  -2.38170  -0.71545  1.30298
H  -1.06300  -1.69914  -0.01546
H  0.96524  0.41470  0.17550
S  -1.25353  0.75648  -0.34271
H  0.60715  -0.36413  -1.39557
Cl  -4.74642  1.80985  -0.14450
P  -4.71503  -0.67763  0.25310
S  -3.34427  -1.48649  -1.07885
N  -3.57239  -0.48858  1.50061
H  0.83230  1.36172  -1.37664

The SMILES is CS[C@H]1N=NP(Cl)S1. The value obtained for the HOMO energy is -0.3453 hartree. For the HOMO-LUMO gap, the calculation gives 7.77 eV.

***

ORCA calculation (ωB97M-V with the def2-TZVPD basis set) on a molecular structure, BCdH26O15P in a non-equilibrium geometry.

Element x y z (Å)
H  0.98160  1.17456  3.97319
H  -0.93141  -1.90226  1.30037
P  2.97851  2.25475  1.35431
O  3.01512  3.07775  2.67117
H  -0.47701  2.82586  -2.58065
O  4.42040  2.32362  0.80573
H  -1.81814  -0.47478  -3.23099
O  -2.21383  -3.21172  -2.35236
O  -0.44713  2.46253  0.99423
H  -0.95489  -0.18965  0.69163
H  3.35120  -2.12868  2.18763
H  -0.73919  -1.50326  -0.71595
H  -1.65230  -2.60430  -1.84563
H  -3.77116  2.17324  0.91174
H  -3.58291  -0.59736  0.45291
O  -1.15125  -2.68504  1.85177
O  -3.45755  -1.28440  -0.21696
O  -3.50574  1.33959  1.31052
H  -2.49540  -1.29450  -0.35686
O  1.59635  -2.95903  -1.23114
O  2.31288  3.01381  0.13481
H  1.00362  -2.19909  -1.08094
O  2.12745  0.37960  -1.75866
H  -2.85213  -3.53681  -1.70753
H  2.90972  -0.06408  -1.38206
O  3.72406  -1.42510  1.64834
O  0.63910  0.41549  3.48525
H  1.90091  -0.12827  -2.54725
H  -0.37140  0.36883  -0.97269
H  -1.02740  -3.43487  1.26342
O  2.17493  0.93122  1.36063
H  -0.38190  2.47707  1.96588
H  -0.91168  3.27146  0.74946
H  1.12536  -3.70810  -0.85627
H  -3.28517  -0.52035  -3.63157
H  -2.55959  1.25751  1.08997
H  1.16882  0.44161  2.64312
H  3.12139  -0.66014  1.79589
O  -2.51339  0.05467  -3.64046
B  -0.35482  -0.50810  -0.24831
H  0.92326  3.35380  -2.18252
Cd  1.01073  1.44328  -0.22765
O  0.25312  2.68730  -1.95919
H  0.71686  -0.70769  0.08363

Its net charge is -2. The value obtained for the HOMO energy is 0.0130 hartree. For the HOMO-LUMO gap, the calculation gives 3.76 eV.

***

ORCA calculation (ωB97M-V with the def2-TZVPD basis set) on a gas-phase ion, C4H8NS (charge +1) in a non-equilibrium geometry.

Element x y z (Å)
H  0.44763  -2.12657  0.53619
H  -1.95142  1.52957  0.36312
C  -1.13280  0.92696  -0.10199
N  -0.88318  -0.46677  0.20931
H  -0.62852  -0.20288  -2.06771
H  -1.41542  -1.02900  0.85518
H  2.79327  1.61963  -0.48805
H  1.81354  1.50720  1.15144
C  0.37094  -1.09929  0.68225
H  -2.25704  -0.50243  -1.53801
S  1.68614  -0.44683  -0.38414
C  -1.37060  -0.09977  -1.14191
C  2.11927  1.03225  0.18602
H  0.40819  -0.64208  1.73832

Its net charge is +1. The value obtained for the HOMO energy (alpha / beta) is -0.4273 / -0.4907 hartree. For the HOMO-LUMO gap (alpha / beta), the calculation gives 5.53 / 8.37 eV.

***

ORCA calculation (ωB97M-V with the def2-TZVPD basis set) on a molecular structure, C21H33Cl10N2 in a non-equilibrium geometry.

Element x y z (Å)
H  -2.57600  -1.81246  -1.98876
C  0.43293  0.93898  -0.85809
C  -0.77280  1.07536  -1.92265
H  -1.25812  2.07208  -1.70188
H  -0.05089  2.84565  0.37305
Cl  0.76111  1.95828  4.73178
H  1.39231  -0.75230  9.71469
H  0.94196  3.43422  6.54320
H  3.22315  -1.16785  0.12655
H  2.50072  3.18504  5.75209
Cl  -1.32258  2.40032  -6.67832
Cl  3.70410  -0.30422  9.57365
H  0.17769  4.79393  4.53783
Cl  1.18230  -6.15223  -5.17560
C  1.22594  4.65711  4.80434
H  -2.70224  0.79592  0.24280
H  -7.07832  2.35781  -0.63559
H  2.06515  -4.79147  -0.23177
H  -1.22261  -0.11457  -5.24094
N  2.60288  0.66535  1.16228
H  1.87393  2.52330  2.05024
C  -1.72995  -0.14972  -1.60469
H  -0.16801  0.80649  -7.98032
C  -0.50024  -0.13482  -6.05818
C  1.70409  0.10445  7.75019
H  -0.35610  1.05949  -2.97059
H  -3.45516  -0.73623  -0.38462
C  -6.54396  1.43897  -0.39030
H  2.48085  0.16129  6.98681
H  1.72038  -4.08162  -6.17103
Cl  1.08796  0.35120  -5.40500
H  2.37948  -1.20871  -2.64323
C  2.12281  -0.77797  8.90576
C  3.24892  -4.42770  -4.67579
H  -0.40024  -1.16707  -6.39655
C  0.61370  1.94521  0.24267
C  -6.43967  1.29099  1.11166
Cl  2.18899  4.71143  3.30310
H  2.88075  -5.35068  -6.57715
H  2.21868  -1.81046  8.56651
C  1.44141  -0.21636  -0.90336
C  -0.93648  0.74432  -7.20908
H  -7.08131  0.60358  -0.83945
Cl  -4.94329  1.54812  -1.16881
H  0.80083  -0.29516  7.28669
H  3.35290  0.52460  1.85471
Cl  1.32320  1.76473  8.27554
H  0.57155  -1.32054  -2.68530
H  1.53639  5.50947  5.40986
C  1.79607  -3.95596  -0.93452
C  1.46265  -1.37828  -1.99193
C  2.50143  -0.29969  0.14050
C  1.47108  -2.83311  -1.30872
H  -5.81446  2.07024  1.54870
C  1.44156  3.37390  5.57577
Cl  -5.76594  -0.28884  1.58642
H  4.00386  -3.76560  -5.10394
C  1.72962  1.76022  1.22828
C  -2.46526  -0.22175  -0.17893
H  -1.84151  0.33739  -7.66217
H  3.76168  -5.26122  -4.19531
H  -7.43199  1.35954  1.55954
H  -1.84211  -0.86808  0.51530
N  -1.93474  -1.12362  -2.41962
C  2.30911  -4.90362  -5.76244
Cl  2.39983  -3.49702  -3.40594

Its net charge is +1. The value obtained for the HOMO energy is -0.4168 hartree. For the HOMO-LUMO gap, the calculation gives 7.39 eV.

***

ORCA calculation (ωB97M-V with the def2-TZVPD basis set) on a molecular structure, C11H15NPTi in a non-equilibrium geometry.

Element x y z (Å)
C  -2.38650  0.07976  1.24622
H  1.36886  -2.43425  1.75505
H  0.41467  -2.08149  -1.25112
C  -0.38745  1.28679  -1.57526
H  -2.66022  3.84433  1.98930
P  0.38564  -1.40974  1.89182
H  -1.27190  1.89783  -1.71466
Ti  0.50224  0.48408  -0.05335
H  2.79550  -1.01728  -1.44654
H  -2.26333  -0.97118  0.98318
H  1.01298  2.78328  -2.27377
H  -5.68477  2.13358  2.54942
C  -3.51282  0.55688  1.88900
C  0.86561  1.73710  -1.98158
C  -4.73357  2.42751  3.00557
C  -2.56880  2.77000  1.81246
C  -3.58418  1.90684  2.21758
H  -4.67498  3.51853  3.05949
C  0.62928  -1.02583  -1.25506
C  1.98575  0.88527  -1.98219
H  -4.73575  2.02215  4.02555
H  -0.77283  -2.20469  1.58647
N  -1.33902  0.89417  0.99281
C  -1.44299  2.23310  1.20922
H  0.22422  -1.50697  3.28415
C  1.87030  -0.45709  -1.57366
H  2.93491  1.25046  -2.36741
H  -0.63204  2.85732  0.80379
H  -4.34828  -0.10061  2.13354

Its net charge is -1. The expectation value of S² is 2.025. As for the multiplicity: 3. The value obtained for the HOMO energy (alpha / beta) is -0.0195 / -0.1138 hartree. For the HOMO-LUMO gap (alpha / beta), the calculation gives 3.62 / 6.01 eV.

***

| no. | total energy (eV) |
| --- | --- |
| 1 | -61142.8387 |
| 2 | -12528.4877 |
| 3 | -48119.0330 |
| 4 | -48599.0498 |
| 5 | -45665.7996 |
| 6 | -16590.0338 |
| 7 | -150506.3442 |
| 8 | -45539.1215 |